(P)
Density functional theory data (the ωB97M-V functional and the def2-TZVPD basis) for a cluster of 8 separate species, C32H88N8O8 in total.

The value obtained for the LUMO energy is 0.510 eV. As for the SMILES: COC[C@H](C)N.COC[C@H](C)N.COC[C@H](C)N.COC[C@H](C)N.COC[C@H](C)N.COC[C@H](C)N.COC[C@H](C)N.COC[C@H](C)N.

Structure (ORCA input):
```
! wB97M-V def2-TZVPD RIJCOSX def2/J DEFGRID3
* xyz 0 1
C -0.0671 9.1958 21.1801
C -0.1089 7.9231 21.9821
C -0.2807 8.2906 23.5439
O 0.6842 9.3307 23.7406
C 1.2549 9.3946 25.0828
N -1.1313 7.0122 21.4157
H 0.7876 9.8543 21.3349
H -0.8782 9.8352 21.5287
H -0.3157 8.9511 20.1475
H 0.8754 7.4753 21.8453
H -0.0710 7.4010 24.1379
H -1.3319 8.5516 23.6660
H 0.9794 8.5105 25.6577
H 0.8295 10.3125 25.4885
H 2.3280 9.5655 24.9966
H -2.0308 7.4705 21.4466
H -1.2804 6.1907 21.9839
C 0.1288 8.8412 14.0880
C 0.9998 10.0052 14.6978
C 2.3787 10.0990 14.0143
O 3.1083 8.8911 14.1421
C 3.8539 8.8237 15.3594
N 0.3701 11.3542 14.4719
H -0.1479 8.9543 13.0398
H -0.7660 8.7184 14.6983
H 0.5367 7.8385 14.2163
H 1.1149 10.0150 15.7816
H 2.9942 10.9021 14.4195
H 2.0998 10.2191 12.9674
H 3.4613 9.0912 16.3405
H 4.9308 8.9899 15.3347
H 3.7245 7.7581 15.5492
H -0.1033 11.5692 13.6060
H -0.1283 11.6095 15.3125
C -3.7322 8.7886 19.3177
C -3.2502 8.7278 17.8583
C -3.1779 10.0852 17.1381
O -4.4174 10.6913 17.0703
C -5.3571 9.9864 16.2204
N -1.9733 8.0402 17.8351
H -4.7423 9.1929 19.3839
H -3.1853 9.4725 19.9669
H -3.6430 7.8357 19.8393
H -3.8994 8.0493 17.3048
H -2.7943 9.8329 16.1495
H -2.3790 10.7637 17.4373
H -5.6784 9.0504 16.6774
H -5.0898 9.6966 15.2042
H -6.2463 10.5738 15.9917
H -1.7094 7.5809 18.6951
H -1.3165 8.8066 17.8742
C -5.3118 2.5460 17.6375
C -3.7520 2.5073 18.0831
C -3.0939 4.0014 17.8001
O -2.8663 4.0594 16.3365
C -1.9827 5.1615 15.8783
N -3.7359 2.2178 19.4924
H -6.0117 1.7286 17.8110
H -5.4244 2.7015 16.5645
H -5.6342 3.4779 18.1021
H -3.1218 1.8085 17.5330
H -2.2516 4.0289 18.4913
H -3.7604 4.8399 18.0026
H -1.6220 5.1186 14.8506
H -1.1322 5.1774 16.5598
H -2.4828 6.1239 15.9866
H -4.1305 3.0568 19.8932
H -4.3352 1.4548 19.7731
C -11.5010 10.9430 10.9232
C -12.0705 11.0025 12.3227
C -11.0258 10.4619 13.3691
O -9.8061 11.0051 13.2061
C -8.8669 10.7324 14.1818
N -12.5120 12.2953 12.6787
H -12.2857 10.9642 10.1670
H -10.9006 10.0360 10.8517
H -10.8589 11.7870 10.6713
H -12.9444 10.3672 12.4671
H -10.8847 9.3816 13.3340
H -11.3185 10.5686 14.4136
H -8.4234 9.7592 13.9715
H -9.1538 10.6108 15.2263
H -8.0437 11.4454 14.1364
H -11.6384 12.6869 13.0006
H -12.6953 12.8450 11.8515
C -6.7083 11.6594 20.2540
C -6.9290 13.1118 19.6416
C -7.8538 12.9690 18.4264
O -9.2842 13.0673 18.6568
C -10.1329 13.2266 17.5951
N -7.6908 13.8136 20.6592
H -5.9598 11.7105 21.0446
H -6.3562 11.0318 19.4353
H -7.6130 11.2275 20.6819
H -5.9836 13.6202 19.4519
H -7.6785 12.0317 17.8985
H -7.6503 13.8027 17.7543
H -9.9826 14.2433 17.2322
H -11.1630 13.0279 17.8907
H -9.8568 12.4983 16.8325
H -7.9506 14.6478 20.1525
H -8.5763 13.3341 20.5816
C -4.5951 5.9295 22.8999
C -4.0226 4.9715 21.9173
C -2.8886 4.1593 22.5543
O -1.8314 4.9326 23.1079
C -0.8678 4.1827 23.8253
N -5.0150 4.0800 21.4136
H -5.5252 6.3571 22.5254
H -3.8433 6.6921 23.1034
H -4.8605 5.3583 23.7895
H -3.6801 5.5652 21.0697
H -2.4842 3.5103 21.7776
H -3.2004 3.3775 23.2468
H -1.2102 4.1122 24.8577
H 0.0749 4.7257 23.8934
H -0.6621 3.1672 23.4870
H -5.7183 4.7489 21.1345
H -5.4769 3.4991 22.0986
C -2.7278 11.9267 13.3855
C -2.6274 13.4512 13.0709
C -2.7934 14.4142 14.2491
O -4.1129 14.6669 14.6935
C -4.3559 15.4742 15.9345
N -1.2942 13.6240 12.6017
H -3.7399 11.5645 13.5658
H -2.2136 11.7218 14.3245
H -2.2261 11.2663 12.6782
H -3.2074 13.7182 12.1874
H -2.6388 15.4537 13.9598
H -2.2727 13.9938 15.1094
H -3.6002 15.4978 16.7196
H -5.2823 15.2707 16.4717
H -4.1810 16.4813 15.5561
H -0.7199 14.0651 13.3059
H -1.2537 14.3695 11.9215
*
```

***

(Q)
Density functional theory data (the ωB97M-V functional and the def2-TZVPD basis) for a cluster of 8 separate species, C32H88N8O8 in total.

The value obtained for the LUMO energy is 0.485 eV. As for the SMILES: COC[C@H](C)N.COC[C@H](C)N.COC[C@H](C)N.COC[C@H](C)N.COC[C@H](C)N.COC[C@H](C)N.COC[C@H](C)N.COC[C@H](C)N.

Structure (ORCA input):
```
! wB97M-V def2-TZVPD RIJCOSX def2/J DEFGRID3
* xyz 0 1
C -1.1343 15.0934 10.6986
C -0.6988 16.4295 11.2752
C -1.8285 17.5023 10.9418
O -2.9330 17.4036 11.8428
C -3.9281 18.3848 11.6057
N -0.4859 16.2870 12.7177
H -2.2065 14.9431 10.8435
H -0.6159 14.2516 11.1562
H -1.0304 15.0547 9.6110
H 0.1846 16.8706 10.8111
H -2.1319 17.3693 9.9003
H -1.3456 18.4833 10.9769
H -4.5848 18.4012 12.4752
H -4.5110 18.1200 10.7206
H -3.4262 19.3474 11.4852
H -0.5530 15.3726 13.1438
H -1.2849 16.7951 13.0795
C -6.4958 18.0209 20.8384
C -5.3685 17.1331 20.2565
C -4.0547 17.5913 20.9030
O -3.6917 18.9065 20.5018
C -2.7623 18.9311 19.4230
N -5.6991 15.7393 20.4339
H -7.4464 17.4964 20.9484
H -6.6272 18.9255 20.2421
H -6.3499 18.3731 21.8631
H -5.2613 17.3010 19.1790
H -3.3417 16.7965 20.6471
H -4.1075 17.5804 21.9923
H -1.8055 18.5663 19.8012
H -2.5981 19.9752 19.1552
H -3.0717 18.4253 18.5056
H -6.0770 15.4373 19.5451
H -4.8361 15.2015 20.5207
C 0.5228 16.6649 16.0200
C 0.8078 18.1407 16.2472
C 1.9391 18.3698 17.3000
O 1.6714 17.6739 18.5209
C 2.5581 18.0422 19.5459
N 1.1907 18.6429 14.9174
H 0.2492 16.2895 17.0104
H 1.3605 16.1577 15.5431
H -0.3167 16.5709 15.3315
H -0.1208 18.6401 16.5299
H 2.0608 19.4499 17.4043
H 2.8691 17.9183 16.9405
H 3.6015 17.8303 19.2923
H 2.3758 17.4673 20.4549
H 2.4627 19.0893 19.8459
H 2.0884 18.2704 14.6386
H 0.4942 18.3145 14.2629
C 2.5780 6.1665 7.9931
C 1.7078 6.4362 9.2064
C 2.0512 7.7936 9.8106
O 1.1396 8.2529 10.7984
C 1.1927 9.6354 11.0037
N 0.2611 6.3927 8.8700
H 2.2387 5.2599 7.4910
H 3.6395 6.1706 8.2280
H 2.2211 6.9223 7.2879
H 1.8070 5.6541 9.9650
H 2.2401 8.5552 9.0486
H 3.0276 7.6274 10.2815
H 0.3898 9.9808 11.6522
H 1.0429 10.1956 10.0721
H 2.1697 9.9921 11.3435
H -0.1195 5.5233 9.2157
H -0.1759 7.1411 9.3941
C -3.9617 20.8933 16.4649
C -5.3984 20.3609 16.4560
C -6.4136 21.5524 16.3674
O -6.2177 22.4058 15.2243
C -6.7001 21.8868 13.9869
N -5.5703 19.2900 15.4562
H -3.2254 20.0856 16.4535
H -3.7887 21.4957 17.3577
H -3.6760 21.4705 15.5830
H -5.5576 19.9176 17.4440
H -6.2079 22.1480 17.2556
H -7.4543 21.2290 16.4304
H -6.8325 22.6672 13.2389
H -7.5262 21.1731 13.9485
H -5.8964 21.3023 13.5185
H -4.7236 18.9823 14.9959
H -6.0621 19.8265 14.7530
C -3.4914 12.2004 18.0149
C -2.6832 12.9706 19.0719
C -1.8094 14.1717 18.6102
O -1.1085 14.5987 19.7441
C -0.4756 15.8590 19.7048
N -3.6792 13.5158 20.0416
H -2.8637 11.8903 17.1794
H -4.4096 12.6908 17.6838
H -3.9034 11.2802 18.4383
H -2.1538 12.1668 19.5879
H -2.3748 14.9719 18.1290
H -1.0368 13.7090 17.9827
H -1.1952 16.4916 19.1737
H 0.4150 15.6905 19.0986
H -0.3108 16.2880 20.6905
H -3.2606 13.6627 20.9543
H -4.3260 12.7485 20.1988
C -3.9343 16.1503 15.8436
C -3.1413 15.4313 14.7883
C -2.6185 14.0124 15.2243
O -1.6920 13.6136 14.1974
C -1.2734 12.2931 14.4088
N -3.9262 15.2385 13.5763
H -3.1546 16.5341 16.5083
H -4.6973 15.5251 16.3121
H -4.4854 17.0086 15.4592
H -2.3550 16.1549 14.5533
H -3.5142 13.4198 15.4021
H -2.0229 14.2536 16.1065
H -0.5467 12.2726 15.2305
H -0.7049 11.9426 13.5452
H -2.0241 11.5368 14.6492
H -3.4566 14.5169 13.0449
H -3.9249 16.1080 13.0494
C -5.1004 12.3908 12.5019
C -5.2319 10.9071 12.1622
C -6.2196 10.2575 13.1345
O -5.6017 10.2593 14.4543
C -6.3961 10.5787 15.5548
N -5.5994 10.8588 10.7490
H -5.0145 12.5667 13.5781
H -6.0415 12.9189 12.3156
H -4.3481 12.9534 11.9521
H -4.2784 10.4307 12.4003
H -6.4374 9.2102 12.9230
H -7.1808 10.7786 13.1148
H -7.3653 10.0677 15.5859
H -6.5503 11.6565 15.6515
H -5.9448 10.1824 16.4668
H -4.9932 11.4508 10.2018
H -6.5524 11.1786 10.6404
*
```

***

(R)
Density functional theory data (the ωB97M-V functional and the def2-TZVPD basis) for a structure of composition C32H88N8O8.

The value obtained for the LUMO energy is 0.416 eV.

Structure (ORCA input):
```
! wB97M-V def2-TZVPD RIJCOSX def2/J DEFGRID3
* xyz 0 1
C 0.9663 2.7111 -1.3611
C -0.4946 2.6605 -0.9766
C -1.2431 4.0600 -1.2266
O -0.8078 5.1159 -0.3108
C -1.2901 4.9221 0.9648
N -1.0690 1.7324 -1.8925
H 1.1856 2.8380 -2.4212
H 1.4909 1.7725 -1.1825
H 1.5441 3.5311 -0.9345
H -0.6151 2.2094 0.0084
H -2.3209 3.9001 -1.1966
H -0.9121 4.5804 -2.1253
H -0.7802 4.1633 1.5583
H -2.3719 4.7908 0.9905
H -1.0410 5.8436 1.4909
H -0.5054 0.9112 -2.0599
H -0.8799 2.2296 -2.7510
C 3.3297 4.6570 0.6034
C 1.8346 4.9235 0.6979
C 1.1805 4.5603 2.0948
O 1.5658 3.2431 2.4857
C 1.2709 2.8405 3.8093
N 1.4399 6.2979 0.3319
H 3.9298 4.9524 1.4641
H 3.7693 5.4584 0.0096
H 3.5994 3.6911 0.1764
H 1.3530 4.4026 -0.1296
H 0.1207 4.7957 1.9972
H 1.4388 5.3383 2.8132
H 0.1872 2.8538 3.9252
H 1.8547 3.4028 4.5380
H 1.4977 1.7774 3.8896
H 1.7647 6.5276 -0.5965
H 0.4448 6.3149 0.1599
C -0.7317 -2.0429 -4.1417
C -1.8979 -2.7365 -3.6009
C -2.3708 -2.0491 -2.2334
O -1.4688 -2.1362 -1.1402
C -2.1403 -2.2963 0.1187
N -3.0741 -2.7334 -4.4906
H 0.1398 -2.3010 -3.5399
H -0.8953 -0.9718 -4.0234
H -0.4648 -2.3285 -5.1592
H -1.6791 -3.8006 -3.5124
H -3.4182 -2.2216 -1.9855
H -2.4274 -0.9722 -2.3923
H -2.4803 -1.3533 0.5466
H -1.2929 -2.6565 0.7020
H -2.8812 -3.0953 0.1499
H -2.5858 -2.9344 -5.3516
H -3.5640 -1.8503 -4.5006
C 3.2924 0.9619 -2.8970
C 2.0663 0.1083 -2.7943
C 2.3912 -1.3040 -3.1016
O 2.2928 -1.4829 -4.4649
C 2.2082 -2.7623 -5.0419
N 1.5635 0.2666 -1.4210
H 4.2259 0.5441 -2.5201
H 3.1288 2.0145 -2.6664
H 3.4665 1.1188 -3.9615
H 1.2340 0.3554 -3.4534
H 1.5944 -1.9677 -2.7657
H 3.2188 -1.7463 -2.5470
H 1.4080 -3.3641 -4.6110
H 3.1319 -3.3403 -5.0122
H 1.9877 -2.6692 -6.1053
H 1.2091 1.2110 -1.4707
H 0.8253 -0.3703 -1.1574
C 0.6366 -2.0032 -0.4816
C -0.2516 -0.7344 -0.2528
C 0.3318 0.3348 0.8311
O -0.6832 1.3241 1.1934
C -0.1773 2.1158 2.2761
N -0.6042 -0.2588 -1.5547
H 0.1848 -2.6968 -1.1908
H 0.8806 -2.4480 0.4831
H 1.5405 -1.7587 -1.0395
H -1.2181 -0.9876 0.1831
H 1.2785 0.7833 0.5299
H 0.5782 -0.1875 1.7555
H -0.4305 1.5616 3.1800
H -0.7844 3.0179 2.3506
H 0.8867 2.3509 2.3052
H -1.1078 -1.0578 -1.9126
H -1.3492 0.3900 -1.3444
C -5.2123 -0.7062 -1.9771
C -4.9198 0.7555 -1.8610
C -3.4739 1.0826 -1.4453
O -3.2886 0.5525 -0.1099
C -2.1927 0.9821 0.7367
N -5.1559 1.3450 -3.1617
H -6.2673 -0.9758 -2.0264
H -4.6932 -1.2629 -1.1969
H -4.8261 -1.0132 -2.9491
H -5.5325 1.2020 -1.0779
H -3.3985 2.1232 -1.1298
H -2.6347 0.7775 -2.0704
H -1.8808 0.2042 1.4335
H -2.4182 1.8636 1.3368
H -1.3152 1.1034 0.1014
H -6.1535 1.2319 -3.2721
H -5.0337 2.3476 -3.1551
C 3.4047 -3.8520 2.6728
C 2.4397 -2.7903 2.2483
C 2.4074 -1.5463 3.0873
O 1.2826 -0.7387 2.8032
C 1.4744 0.6604 3.0659
N 2.8761 -2.4477 0.9131
H 3.3357 -4.0869 3.7349
H 4.4671 -3.6382 2.5566
H 3.3749 -4.8820 2.3174
H 1.3702 -2.9967 2.2072
H 3.3402 -0.9894 2.9981
H 2.3905 -1.8168 4.1431
H 0.5735 1.2500 2.8958
H 2.2235 1.0919 2.4020
H 1.8861 0.8943 4.0476
H 2.2622 -1.7830 0.4643
H 3.6944 -1.9177 1.1770
C -0.0508 -5.6767 4.6830
C 0.0946 -4.8267 3.4389
C -0.3853 -3.4446 3.5110
O -0.1779 -2.8247 2.2048
C -0.8616 -1.6379 1.9236
N 1.5117 -4.7635 3.1052
H 0.2715 -6.7080 4.5393
H -1.0986 -5.7251 4.9792
H 0.5414 -5.2067 5.4682
H -0.4631 -5.4314 2.7238
H 0.0239 -2.9413 4.3870
H -1.4515 -3.3268 3.7043
H -0.1816 -0.8550 1.5877
H -1.4777 -1.2966 2.7554
H -1.4456 -1.7495 1.0101
H 2.1476 -4.5631 3.8638
H 1.4360 -3.8956 2.5942
*
```

***

(S)
Density functional theory data (the ωB97M-V functional and the def2-TZVPD basis) for a cluster of 8 separate species, C32H88N8O8 in total.

The value obtained for the LUMO energy is 0.450 eV. As for the SMILES: COC[C@H](C)N.COC[C@H](C)N.COC[C@H](C)N.COC[C@H](C)N.COC[C@H](C)N.COC[C@H](C)N.COC[C@H](C)N.COC[C@H](C)N.

Structure (ORCA input):
```
! wB97M-V def2-TZVPD RIJCOSX def2/J DEFGRID3
* xyz 0 1
C 0.7803 -5.2891 3.4862
C -0.6513 -5.2297 2.8644
C -0.6511 -4.3549 1.5812
O -0.3489 -3.0044 1.9130
C -1.3784 -2.2603 2.4118
N -1.0639 -6.6031 2.5555
H 1.1630 -4.3344 3.8469
H 1.6165 -5.5577 2.8406
H 0.7448 -5.8018 4.4474
H -1.3191 -4.7910 3.6058
H -1.5617 -4.4578 0.9910
H 0.1578 -4.6836 0.9287
H -2.1360 -2.1766 1.6326
H -1.1045 -1.2230 2.6041
H -1.8983 -2.7097 3.2579
H -1.0335 -7.0802 3.4452
H -0.3759 -7.0805 1.9907
C 2.1462 5.9633 1.9259
C 2.7876 6.2681 0.5775
C 2.8590 5.1670 -0.4903
O 3.5978 4.0721 0.0464
C 3.8478 3.1104 -0.8762
N 2.0072 7.3835 0.1320
H 2.0132 6.8598 2.5314
H 2.7091 5.1750 2.4257
H 1.1644 5.6028 1.6186
H 3.8036 6.5661 0.8363
H 3.4619 5.5686 -1.3047
H 1.8692 4.8371 -0.8059
H 2.8515 2.7443 -1.1243
H 4.4392 2.3245 -0.4065
H 4.2449 3.4755 -1.8233
H 2.2797 7.5887 -0.8187
H 2.3880 8.1412 0.6806
C 0.1888 0.7942 -8.2172
C -0.9038 0.5973 -7.2029
C -0.4552 0.6837 -5.7291
O 0.5856 -0.2488 -5.6168
C 1.1181 -0.4136 -4.3429
N -1.9468 1.5631 -7.4658
H 0.7679 1.7139 -8.1335
H -0.1594 0.8173 -9.2498
H 0.8871 -0.0423 -8.1880
H -1.3802 -0.3714 -7.3535
H -1.2463 0.2511 -5.1167
H -0.1311 1.6812 -5.4325
H 1.7758 0.4291 -4.1295
H 1.7217 -1.3211 -4.3303
H 0.4202 -0.3862 -3.5062
H -2.6811 1.5953 -6.7730
H -2.3333 1.4268 -8.3889
C -4.7827 1.4785 4.2051
C -5.3193 2.2891 3.0851
C -6.1731 1.3959 2.1521
O -5.6554 0.2055 1.6236
C -4.4656 0.3273 0.8483
N -6.1598 3.4169 3.6914
H -5.5220 0.8865 4.7447
H -4.2968 2.1700 4.8936
H -4.1372 0.6883 3.8217
H -4.5887 2.9203 2.5793
H -6.5125 1.9650 1.2866
H -7.0975 1.1856 2.6901
H -3.8777 -0.5883 0.9120
H -3.8135 1.1704 1.0763
H -4.5736 0.3618 -0.2358
H -6.9693 2.9594 4.0857
H -6.4757 3.8362 2.8285
C -1.7167 3.4845 3.8369
C -0.2623 3.2303 4.1415
C 0.6157 2.6051 2.9739
O 1.8248 2.1882 3.5673
C 2.7779 1.5813 2.6339
N 0.2698 4.5232 4.5189
H -1.8326 4.2103 3.0320
H -2.2470 3.9115 4.6882
H -2.2778 2.5755 3.6204
H -0.3314 2.6084 5.0340
H 0.6828 3.3224 2.1559
H 0.0599 1.7322 2.6315
H 2.4398 0.7171 2.0621
H 3.6849 1.3842 3.2053
H 3.0452 2.3907 1.9546
H 0.2877 5.1956 3.7655
H 1.2325 4.3533 4.7726
C -1.1689 -1.2084 -0.9351
C 0.0426 -0.2624 -0.6608
C -0.1879 1.2538 -0.9174
O -1.2344 1.6649 0.0133
C -1.5444 3.0635 -0.0144
N 0.4992 -0.4756 0.7141
H -1.9868 -0.9644 -0.2571
H -0.8833 -2.2578 -0.8615
H -1.4933 -1.1143 -1.9715
H 0.8231 -0.4810 -1.3895
H -0.4346 1.3979 -1.9693
H 0.7493 1.7877 -0.7605
H -1.9612 3.4119 -0.9595
H -0.6953 3.6939 0.2494
H -2.1543 3.3240 0.8506
H -0.0605 -0.0389 1.4326
H 0.3823 -1.4465 0.9664
C -1.1054 -3.6252 -5.4064
C -1.0574 -3.8197 -3.8999
C -2.4488 -3.7778 -3.2240
O -2.3641 -4.0556 -1.7860
C -3.5845 -3.6104 -1.1523
N -0.4666 -5.1198 -3.5981
H -1.6419 -4.3647 -6.0008
H -0.0870 -3.5610 -5.7897
H -1.5352 -2.6675 -5.7000
H -0.4971 -3.0088 -3.4345
H -3.1774 -4.4012 -3.7422
H -2.8305 -2.7732 -3.4062
H -3.9017 -4.0675 -0.2149
H -4.4237 -3.9009 -1.7843
H -3.5391 -2.5215 -1.1353
H 0.5349 -4.9891 -3.6109
H -0.7267 -5.3705 -2.6549
C 7.0806 -3.4515 1.2091
C 5.9705 -2.9071 2.0963
C 4.6672 -2.7838 1.2880
O 4.9216 -1.6467 0.3947
C 3.7542 -1.2483 -0.3767
N 5.7695 -3.8160 3.2596
H 6.8137 -4.3558 0.6621
H 7.9547 -3.7090 1.8072
H 7.3477 -2.6624 0.5062
H 6.2029 -1.9245 2.5069
H 3.7820 -2.6535 1.9104
H 4.5404 -3.7060 0.7209
H 2.9570 -0.9272 0.2936
H 3.3514 -2.1017 -0.9223
H 4.0002 -0.4608 -1.0890
H 6.6082 -3.5993 3.7789
H 4.9678 -3.4221 3.7310
*
```

***

Short version: (R) is the least stable of them.